# 1
The molecule C2H4N2 at a distorted geometry. Source: OMol25; level of theory: ωB97M-V/def2-TZVPD.

As for the HOMO energy: -0.3716 Ha. The energy relative to the best compared isomer or geometry (same formula, charge and spin) comes out at 3.0538 eV. The frontier orbital gap comes out at 10.9 eV. As for the largest force on an atom: 0.14700 Eh/bohr.

Geometry as ORCA input:
```
! wB97M-V def2-TZVPD RIJCOSX def2/J DEFGRID3
* xyz 0 1
H 1.465 -0.690 -0.158
H 0.845 0.441 -1.333
N -1.706 0.685 0.444
H 1.359 0.931 0.396
C 0.954 0.145 -0.218
H -0.462 -1.090 0.989
C -0.614 -0.293 0.327
N -1.840 -0.129 -0.448
*
```



# 2
A 2-piece molecular cluster, C5H15NOS overall at a distorted geometry. Source: OMol25; level of theory: ωB97M-V/def2-TZVPD.

As for the HOMO energy: -0.3176 Ha. The energy relative to the best compared isomer or geometry (same formula, charge and spin) comes out at 0.4651 eV. The frontier orbital gap comes out at 9.5 eV. As for the largest force on an atom: 0.03263 Eh/bohr.

Geometry as ORCA input:
```
! wB97M-V def2-TZVPD RIJCOSX def2/J DEFGRID3
* xyz 0 1
C 1.853 0.991 -0.468
H -1.528 2.043 1.374
C -1.551 0.955 1.450
H 1.739 -1.260 -2.070
H 1.472 0.976 -1.487
C -0.466 0.404 0.516
H 1.043 1.422 1.492
H -2.682 -1.428 -0.202
O -2.845 -1.969 0.557
C 2.034 -1.751 -1.137
H 2.865 -2.422 -1.321
H -1.436 0.583 2.464
H -1.901 0.632 -0.953
H -1.997 -2.442 0.572
H -2.549 0.621 1.161
H 0.308 2.407 0.221
H 2.631 1.753 -0.374
C 0.712 1.421 0.450
S 2.661 -0.520 0.059
H -0.393 0.260 -1.562
H 1.119 -2.303 -0.903
N -1.047 0.122 -0.802
H -0.042 -0.495 0.965
*
```



# 3
A 2-piece molecular cluster, C30H20F4NO overall at a distorted geometry. Source: OMol25; level of theory: ωB97M-V/def2-TZVPD.

As for the HOMO energy: -0.3614 Ha. The energy relative to the best compared isomer or geometry (same formula, charge and spin) comes out at 0.8114 eV. The frontier orbital gap comes out at 3.7 eV. As for the largest force on an atom: 0.03657 Eh/bohr.

Geometry as ORCA input:
```
! wB97M-V def2-TZVPD RIJCOSX def2/J DEFGRID3
* xyz 1 1
H 1.217 4.532 1.625
C 1.090 -4.076 1.899
H 2.779 5.054 -0.290
F -2.484 4.394 -3.022
H -2.820 2.990 -0.821
C 4.411 0.849 -2.056
C -2.215 3.049 -2.891
N 1.869 1.390 0.621
C 0.452 -0.303 1.710
C -3.541 -2.231 2.007
C -2.401 0.479 -0.232
H -1.073 -1.364 3.642
C 1.161 -2.747 1.488
C 4.666 2.175 -2.453
H 4.963 0.032 -2.517
C 0.235 -4.440 2.945
H 5.375 2.381 -3.253
C 0.389 -1.760 2.116
C 3.085 2.976 -0.768
C -2.444 2.431 -1.676
C 2.513 4.029 -0.037
C -0.533 -3.455 3.577
H 4.232 4.265 -2.065
F -1.108 0.279 -4.957
O -0.513 0.450 1.969
C -2.676 -3.261 0.063
C -1.718 0.322 -2.662
H -2.088 -1.976 -1.557
H 1.705 -4.819 1.393
H 1.826 -2.457 0.677
H 0.176 -5.483 3.270
H -1.203 -3.718 4.394
C -3.362 -0.978 1.457
H 2.426 -0.609 0.897
H -1.543 2.870 -4.955
F -2.191 -4.385 -0.567
C 1.650 3.749 1.009
H -3.628 -0.083 2.016
H -3.478 -4.389 1.734
C -2.482 -2.030 -0.551
C -2.195 1.030 -1.522
H -1.463 -0.728 -2.571
C -1.744 2.368 -4.017
C 1.304 2.441 1.297
H 0.584 2.182 2.062
H 3.224 -0.453 -0.820
F -3.913 -2.332 3.330
C -2.745 -0.834 0.175
C 4.026 3.221 -1.814
C 1.613 0.099 1.019
C 2.787 1.626 -0.428
C -1.525 0.999 -3.859
H -2.369 1.214 0.582
C -0.461 -2.129 3.162
C 3.449 0.578 -1.077
C -3.292 -3.413 1.303
*
```



# 4
C37H28Cl4N5O9S5SbZr as an isolated structure at a distorted geometry. Source: OMol25; level of theory: ωB97M-V/def2-TZVPD.

As for the HOMO energy: -0.0882 Ha. The energy relative to the best compared isomer or geometry (same formula, charge and spin) comes out at 4.2445 eV. The frontier orbital gap comes out at 5.9 eV. As for the largest force on an atom: 0.05676 Eh/bohr.

Geometry as ORCA input:
```
! wB97M-V def2-TZVPD RIJCOSX def2/J DEFGRID3
* xyz -2 1
C -3.809 -3.631 4.180
Cl 4.211 1.303 5.490
O 1.679 -1.095 0.822
C -1.734 2.359 -0.137
C -2.213 1.024 -0.630
C -2.263 3.663 -0.340
H -4.036 -2.835 3.491
O 1.444 1.246 -0.421
C -0.310 -3.458 1.941
C 0.183 4.895 3.019
C -2.829 -4.336 6.277
C 2.384 4.550 3.913
H -0.246 -5.581 2.249
C 1.492 3.717 -6.693
H 1.469 1.153 4.701
N -4.935 -5.303 2.777
C 2.092 0.683 3.958
O 1.563 -0.680 -1.779
C -3.396 4.140 -1.183
H -5.550 -6.096 2.910
N -4.311 -3.816 1.052
O -4.107 3.242 -1.799
H 0.449 3.636 -6.998
S 2.206 0.615 -1.532
H -0.790 5.354 3.081
O -3.624 5.334 -1.263
H 3.130 4.763 4.665
N -0.697 2.392 0.677
H -2.854 -1.650 1.053
H 0.918 5.858 4.772
Sb -1.659 -1.497 -2.499
S -0.885 0.927 -2.271
O -1.735 0.012 0.105
C -4.235 -4.933 3.917
C 1.982 1.565 -3.029
H 1.942 3.451 -2.051
C -1.441 4.462 0.439
H -4.566 -3.286 0.209
O -6.332 -4.851 1.083
C 1.691 2.970 -5.407
H 1.894 2.654 1.149
H 3.610 3.142 2.863
C -3.299 -5.621 6.034
C -3.106 -3.351 5.337
H -3.842 2.237 -1.579
C 1.777 1.582 -5.412
N -1.007 -2.381 1.581
H 0.736 -3.293 2.178
C 2.256 -0.533 1.822
H 2.106 3.297 -7.488
H 1.945 -0.199 -4.229
C -3.987 -5.917 4.876
C 2.657 3.646 2.899
H 5.328 -0.054 3.254
C 0.468 4.003 1.991
H -2.104 -2.984 7.779
H 1.673 4.717 -4.164
Zr 0.070 -0.422 -0.251
Cl 4.594 -1.353 0.833
H -2.365 -4.640 8.354
C -2.297 -2.540 1.320
C 3.658 -0.569 2.032
C 1.920 0.880 -4.230
C 1.705 3.368 1.936
C -2.029 -4.036 7.511
C 4.258 -0.004 3.138
C 1.906 2.943 -3.003
C -0.858 -4.729 1.989
C -2.197 -4.899 1.677
H -0.976 -4.262 7.334
H -4.342 -6.925 4.704
C 1.517 0.136 2.829
O 3.620 0.576 -1.278
H -3.115 -6.403 6.760
N -0.511 3.677 1.038
S -0.186 -2.810 -1.165
C 3.467 0.601 4.101
H 1.739 4.770 -6.579
S -1.382 -1.814 -4.734
S -3.717 -2.242 -1.833
C -2.950 -3.774 1.359
H -2.646 -5.881 1.659
H 1.709 1.044 -6.345
Cl -1.477 6.144 0.644
C 1.756 3.640 -4.191
Cl -0.179 0.235 2.529
H -2.767 -2.339 5.514
C -5.245 -4.637 1.580
C 1.146 5.167 3.973
O -3.386 0.947 -1.098
*
```